{
  "formula": "C51H113N4O10",
  "method": "ωB97M-V/def2-TZVPD",
  "total_charge": 1,
  "e_tot_ev": -81142.915,
  "lumo_ha": -0.0987,
  "e_homo_ev": -10.69,
  "symbols": ["C", "O", "C", "C", "C", "C", "C", "C", "C", "C", "O", "C", "C", "C", "C", "C", "C", "C", "N", "C", "C", "C", "C", "N", "C", "C", "C", "O", "C", "C", "C", "N", "O", "C", "N", "H", "H", "H", "H", "H", "H", "H", "H", "H", "H", "H", "H", "H", "H", "H", "H", "H", "H", "H", "H", "H", "H", "H", "H", "H", "H", "H", "H", "H", "H", "H", "H", "H", "H", "H", "H", "H", "H", "H", "H", "H", "H", "H", "H", "H", "H", "H", "H", "H", "H", "H", "H", "H", "C", "C", "O", "C", "C", "H", "H", "H", "H", "H", "H", "H", "H", "H", "H", "C", "C", "O", "C", "C", "H", "H", "H", "H", "H", "H", "H", "H", "H", "H", "C", "C", "O", "C", "C", "H", "H", "H", "H", "H", "H", "H", "H", "H", "H", "C", "C", "O", "C", "C", "H", "H", "H", "H", "H", "H", "H", "H", "H", "H", "C", "C", "O", "C", "C", "H", "H", "H", "H", "H", "H", "H", "H", "H", "H", "C", "C", "O", "C", "C", "H", "H", "H", "H", "H", "H", "H", "H", "H", "H"],
  "positions_angstrom": [[-5.6443, 3.2239, -1.0963], [-5.4255, 3.0443, -2.4910], [-4.3637, 3.8558, -2.9550], [-3.5812, 3.1795, -4.1101], [-2.1484, 3.7893, -4.1658], [-1.0390, 2.8365, -3.5941], [-0.4653, 3.3020, -2.2255], [0.2059, 2.2051, -1.3750], [1.0647, 1.2369, -2.2500], [1.5941, -0.0090, -1.4681], [1.0508, -1.1813, -2.0209], [1.9045, -1.5899, -3.1064], [1.0341, -2.3814, -4.1321], [1.7308, -2.1449, -5.5153], [1.1361, -3.9108, -3.8113], [-0.2525, -4.5828, -3.5922], [-0.7489, -4.1974, -2.1562], [-1.2715, -4.2578, -4.7128], [1.3923, 0.1259, -0.0105], [2.1378, -0.9740, 0.6926], [2.4094, -0.6458, 2.1959], [2.4725, -1.9005, 3.1032], [3.0917, -3.1631, 2.4506], [2.0311, -4.1472, 2.0626], [-0.0383, 0.3107, 0.3948], [-0.8045, -1.0162, 0.6121], [-0.7480, -1.4823, 2.0938], [-1.1684, -2.5034, 2.4628], [-0.8065, 1.2954, -0.5520], [-1.7254, 2.1815, 0.3038], [-0.9572, 3.1793, 1.2558], [-0.8398, 4.5359, 0.6838], [-1.4633, 0.4700, -1.5539], [-2.7521, 0.5308, -1.5496], [-3.8453, 0.4598, -1.3582], [-4.8310, 2.8123, -0.4768], [-5.7858, 4.2991, -0.8820], [-6.5908, 2.7235, -0.8573], [-4.7373, 4.8277, -3.3302], [-3.6519, 4.0204, -2.1219], [-3.5834, 2.0956, -3.9211], [-4.0896, 3.3464, -5.0694], [-2.0846, 4.7789, -3.6906], [-1.9149, 3.8896, -5.2377], [-1.4587, 1.8218, -3.6027], [-0.2126, 2.8307, -4.3254], [-1.2420, 3.8779, -1.7129], [0.3307, 4.0308, -2.4626], [0.8912, 2.6506, -0.6287], [0.5051, 0.8221, -3.0977], [1.8907, 1.8203, -2.6858], [2.6774, -0.0381, -1.6741], [2.7670, -2.2035, -2.7976], [2.3100, -0.7342, -3.6786], [-0.0007, -2.0151, -4.1438], [2.7378, -2.5855, -5.4300], [1.1784, -2.6792, -6.2969], [1.8390, -1.0685, -5.7051], [1.7681, -4.1164, -2.9341], [1.6012, -4.3984, -4.6845], [-0.0647, -5.6677, -3.5943], [-0.5803, -5.0568, -1.4927], [-0.1316, -3.3631, -1.7845], [-1.7966, -3.8707, -2.1261], [-2.0053, -3.4993, -4.4053], [-1.8446, -5.1716, -4.9319], [-0.7919, -3.9653, -5.6594], [1.8805, 0.9881, 0.2592], [3.1401, -0.9866, 0.2360], [1.7287, -1.9739, 0.5322], [1.6669, 0.0510, 2.6161], [3.3726, -0.1114, 2.2242], [3.1305, -1.6328, 3.9495], [1.4986, -2.1060, 3.5709], [3.7382, -3.7142, 3.1462], [3.6566, -2.9655, 1.5273], [1.1531, -3.9385, 2.5306], [1.8278, -4.0898, 1.0675], [0.0009, 0.7715, 1.3950], [-1.8752, -0.9489, 0.3777], [-0.3627, -1.8430, 0.0355], [-0.3065, -0.7410, 2.8118], [-2.3578, 1.5666, 0.9697], [-2.4012, 2.8251, -0.2737], [0.0683, 2.8235, 1.4580], [-1.5476, 3.2392, 2.1794], [-1.3167, 5.2144, 1.2638], [0.1440, 4.7553, 0.5907], [-0.9483, -7.9865, 3.9964], [-1.5931, -7.5280, 5.2935], [-0.8658, -6.5110, 5.9611], [-0.7044, -5.2958, 5.2555], [-2.0141, -4.5959, 4.9315], [0.0975, -8.2524, 4.1600], [-1.4755, -8.8532, 3.5958], [-0.9718, -7.2024, 3.2363], [-1.6350, -8.3702, 5.9852], [-2.6281, -7.2106, 5.1256], [-0.1122, -5.4577, 4.3462], [-0.1085, -4.6496, 5.9038], [-2.6037, -5.1602, 4.2063], [-1.8210, -3.6115, 4.5083], [-2.6222, -4.4821, 5.8309], [8.7365, 0.1353, -0.3593], [7.5160, -0.3938, 0.3720], [6.2842, -0.0354, -0.2426], [6.0812, -0.5141, -1.5601], [6.0579, -2.0307, -1.6455], [8.6465, 1.2093, -0.5310], [9.6388, -0.0555, 0.2218], [8.8613, -0.3426, -1.3330], [7.4879, 0.0371, 1.3734], [7.5763, -1.4794, 0.5016], [6.8203, -0.0826, -2.2423], [5.1067, -0.1297, -1.8772], [7.0368, -2.4610, -1.4319], [5.7648, -2.3576, -2.6449], [5.3515, -2.4387, -0.9177], [2.7029, -3.9837, 8.5961], [3.7348, -3.6200, 7.5430], [3.5132, -2.3526, 6.9425], [3.5584, -1.2315, 7.8094], [4.9050, -1.0366, 8.4842], [1.6921, -3.8757, 8.1983], [2.8442, -5.0130, 8.9268], [2.7798, -3.3391, 9.4739], [3.6847, -4.3493, 6.7327], [4.7492, -3.6768, 7.9517], [2.7535, -1.2885, 8.5505], [3.3464, -0.3599, 7.1855], [5.1184, -1.8369, 9.1948], [4.9223, -0.0929, 9.0317], [5.7080, -1.0309, 7.7450], [3.5589, 3.4110, 7.7805], [4.1322, 3.7358, 6.4120], [4.0594, 2.6545, 5.4943], [2.7634, 2.1925, 5.1781], [1.8892, 3.2421, 4.5086], [3.9984, 2.4920, 8.1729], [3.7582, 4.2245, 8.4785], [2.4772, 3.2655, 7.7404], [5.1921, 3.9683, 6.5177], [3.6580, 4.6285, 5.9898], [2.2739, 1.7836, 6.0692], [2.9028, 1.3558, 4.4888], [1.6406, 4.0550, 5.1920], [0.9511, 2.7954, 4.1687], [2.4048, 3.6809, 3.6510], [-0.5186, 0.5334, -6.7309], [-1.5479, 0.8766, -7.7942], [-1.5952, 2.2559, -8.1085], [-0.4071, 2.8171, -8.6417], [0.0200, 2.1985, -9.9616], [-0.6508, 1.1673, -5.8517], [-0.6118, -0.5124, -6.4306], [0.5008, 0.6849, -7.0934], [-2.5407, 0.6180, -7.4226], [-1.3895, 0.2811, -8.6996], [0.4040, 2.7673, -7.9053], [-0.6197, 3.8755, -8.7985], [0.3373, 1.1612, -9.8367], [0.8573, 2.7530, -10.3871], [-0.8066, 2.2053, -10.6736], [-8.5156, 4.8834, -3.0295], [-9.1511, 4.4410, -1.7238], [-9.9345, 5.4458, -1.1051], [-11.0523, 5.9086, -1.8436], [-12.0802, 4.8281, -2.1340], [-7.9724, 5.8216, -2.8968], [-7.8234, 4.1212, -3.3917], [-9.2688, 5.0474, -3.8028], [-8.3606, 4.1948, -1.0143], [-9.7409, 3.5277, -1.8608], [-10.7248, 6.3958, -2.7686], [-11.5160, 6.6837, -1.2317], [-11.6913, 4.0775, -2.8249], [-12.9722, 5.2646, -2.5853], [-12.3652, 4.3124, -1.2154]],
  "forces_ev_per_a": [[-0.7, 0.4, -0.4], [0.3, 0.1, 0.3], [0.3, -0.4, -0.5], [-0.2, 0.7, 0.7], [0.3, -1.1, -0.8], [-0.1, 0.5, -0.3], [0.1, 0.0, -0.8], [-0.4, -1.5, 0.1], [-0.1, 0.4, 0.4], [0.6, 1.0, -2.6], [0.8, 0.3, 1.1], [-1.1, -0.4, -1.7], [1.9, -0.5, 0.0], [-0.3, -0.2, 1.0], [-1.2, -0.2, -0.7], [0.4, 0.3, 0.5], [0.4, -0.1, -0.4], [0.0, -0.5, 0.1], [0.2, -0.9, 0.0], [1.3, 0.0, 1.1], [-0.2, -0.1, -0.2], [1.3, 0.5, 0.4], [-1.4, -0.9, -0.1], [0.0, 0.5, -0.4], [-1.6, -0.1, 0.5], [0.8, -0.4, 0.6], [0.8, 2.9, -1.2], [-0.9, -2.5, 0.7], [1.5, 1.5, 0.0], [-0.1, 0.1, 1.0], [-0.2, 0.1, -0.7], [0.1, -0.7, 0.1], [-0.1, 0.4, -0.3], [5.1, -0.3, -0.1], [-5.6, -0.2, 0.5], [-0.1, 0.1, -0.3], [0.1, -0.3, 0.1], [0.4, 0.0, 0.0], [0.1, -0.1, 0.5], [-0.2, 0.1, -0.2], [0.2, 0.3, -0.1], [0.0, -0.1, 0.3], [-0.2, -0.2, -0.2], [0.0, 0.3, 0.4], [0.2, 0.2, 0.3], [-0.2, -0.1, 0.3], [0.4, -0.3, 0.3], [-0.3, -0.1, 0.2], [-0.3, 0.1, -0.2], [-0.1, 0.3, 0.3], [-0.1, -0.3, 0.2], [-0.2, 0.0, 0.8], [-0.3, 0.2, 0.4], [-0.2, 0.1, 0.7], [0.3, 0.0, 0.2], [-0.2, 0.2, -0.3], [0.2, 0.4, 0.0], [-0.2, -0.3, -0.3], [-0.1, 0.1, -0.2], [0.0, 0.1, 0.4], [-0.1, 0.3, -0.1], [-0.3, 0.3, 0.0], [-0.3, -0.2, 0.0], [0.2, -0.3, 0.0], [0.3, 0.0, -0.2], [0.0, 0.3, 0.0], [-0.1, 0.0, 0.3], [-0.1, -0.1, -0.2], [-0.5, 0.0, -0.2], [-0.5, 0.5, -0.1], [0.1, -0.2, -0.2], [-0.3, -0.2, 0.1], [-0.4, 0.0, -0.2], [0.2, -0.2, -0.4], [0.0, 0.6, -0.1], [0.1, 0.2, 0.5], [0.2, -0.2, 0.1], [0.1, -0.2, 0.1], [0.2, 0.1, -0.4], [0.3, 0.1, -0.2], [-0.5, 0.3, -0.2], [-0.1, -0.1, -0.1], [0.1, 0.0, -0.5], [0.2, -0.5, -0.2], [-0.5, -0.1, 0.3], [0.4, -0.2, -0.1], [0.3, 0.1, -0.1], [-0.3, 0.5, 0.1], [0.0, 0.2, -0.1], [0.0, -0.1, -0.1], [0.1, 0.0, 0.2], [-0.1, 0.1, 0.0], [-0.1, -0.2, 0.0], [0.0, -0.1, 0.0], [0.0, 0.0, 0.0], [0.0, 0.0, 0.0], [0.1, 0.1, 0.1], [0.0, 0.0, -0.1], [0.0, 0.0, -0.1], [0.0, -0.1, 0.1], [0.0, 0.1, 0.0], [0.0, 0.0, 0.0], [0.1, 0.0, 0.0], [-0.1, 0.0, -0.3], [0.2, 0.0, 0.1], [-0.4, 0.1, 0.1], [0.0, -0.1, 0.0], [0.1, 0.0, 0.0], [0.0, 0.0, 0.1], [0.0, 0.0, 0.0], [0.1, 0.0, 0.0], [-0.2, 0.0, 0.0], [0.0, 0.0, -0.1], [0.0, -0.1, 0.0], [0.0, 0.1, 0.1], [0.0, 0.0, 0.0], [0.0, 0.0, 0.0], [0.0, 0.0, 0.0], [0.0, 0.2, 0.1], [-0.1, -0.2, 0.1], [-0.1, 0.1, -0.3], [0.1, 0.1, 0.1], [0.0, -0.2, 0.1], [0.0, -0.1, 0.0], [0.0, 0.0, 0.0], [0.0, -0.1, 0.0], [0.0, 0.1, -0.1], [0.0, 0.0, 0.1], [0.0, 0.0, 0.1], [0.0, -0.1, -0.1], [0.0, 0.1, 0.0], [0.0, 0.0, 0.0], [0.0, 0.1, 0.0], [-0.2, -0.1, -0.1], [0.0, 0.1, 0.2], [0.1, -0.1, -0.2], [0.0, 0.0, 0.0], [0.0, 0.1, 0.1], [0.1, 0.1, 0.0], [0.0, 0.0, 0.0], [0.0, 0.1, 0.1], [0.0, -0.1, -0.1], [-0.1, 0.0, 0.0], [-0.1, 0.1, 0.0], [0.2, 0.0, 0.1], [-0.1, 0.0, 0.0], [0.0, 0.0, 0.0], [0.0, -0.1, 0.0], [0.2, 0.0, 0.0], [0.0, 0.0, 0.0], [-0.1, 0.1, 0.1], [0.1, 0.0, -0.1], [0.0, -0.2, 0.1], [-0.1, 0.0, 0.0], [0.0, 0.0, 0.0], [0.0, -0.1, 0.0], [0.0, 0.1, -0.1], [0.1, 0.0, 0.0], [0.0, 0.0, 0.0], [-0.1, 0.0, 0.1], [0.1, 0.0, 0.0], [0.0, 0.0, 0.0], [0.0, 0.1, 0.0], [-0.1, 0.0, -0.2], [0.0, 0.0, -0.1], [0.1, 0.1, 0.2], [-0.1, 0.0, 0.0], [0.1, -0.2, -0.1], [0.0, 0.0, 0.1], [0.0, 0.0, 0.0], [0.0, 0.0, 0.0], [-0.1, 0.1, 0.1], [0.0, 0.0, -0.1], [0.0, -0.1, 0.0], [0.1, 0.0, 0.1], [-0.1, 0.0, 0.0], [0.0, 0.0, 0.0], [0.0, 0.1, 0.0]]
}